73
Properties=species:S:1:pos:R:3:lowdin_charge:R:1 method="wB97M-V/def2-TZVPD" e_lumo_ha=-0.17676 homo_energy_ev=-8.088 orbital_gap_ev=3.278 total_charge=+1
C 4.321 -1.012 3.507 -0.05
H -0.158 -1.814 7.490 0.11
C -1.622 -1.678 4.400 -0.11
H -1.673 3.304 -3.716 0.10
C 0.884 1.911 -3.319 0.00
C -1.133 0.424 -3.834 -0.05
C 1.163 -1.999 -0.726 -0.14
H -0.901 3.513 -2.125 0.09
C 3.162 -1.802 3.764 -0.31
H 6.731 -3.318 4.193 0.10
H 1.439 2.289 -2.441 0.06
C -1.519 -1.773 5.793 -0.10
H 3.559 -0.402 0.973 0.11
H -2.583 -0.002 -2.242 0.12
C -6.081 0.600 -4.823 -0.14
H -2.374 2.540 -2.270 0.09
H -0.324 -0.098 -4.329 0.11
C 4.602 -3.633 4.468 -0.08
H 0.463 -2.818 -0.907 0.13
H 3.236 0.510 -1.616 0.13
O -4.067 1.336 -3.652 -0.20
C -0.489 -1.516 3.615 -0.07
H -3.276 1.724 -5.544 0.10
H -5.241 1.434 -6.661 0.11
H -5.960 -0.339 -5.366 0.11
C 1.263 2.631 0.175 -0.19
C 2.254 1.890 0.890 -0.16
C 0.012 2.470 0.862 -0.17
H 1.710 -2.235 1.461 0.10
H 6.452 -1.003 3.299 0.10
C 0.802 -1.523 4.221 -0.31
H 1.475 3.327 -0.630 0.12
C 0.892 -1.677 5.630 -0.03
H 4.191 0.038 3.257 0.09
H 2.428 -3.667 4.549 0.11
H -0.539 -1.393 2.533 0.06
H -2.598 -1.702 3.918 0.10
C -0.256 -1.772 6.403 -0.08
Zr 0.641 0.340 -0.008 1.69
C 1.609 1.237 1.996 -0.15
C 1.828 -1.718 0.508 -0.15
H 1.876 -1.673 6.088 0.11
H -6.086 2.648 -5.653 0.11
H 2.097 0.634 2.744 0.08
O -0.707 0.764 -1.735 -0.28
H 1.400 1.026 -3.719 0.08
H -0.520 1.295 2.726 0.12
N 1.911 -1.320 3.458 0.02
H 4.707 -4.647 4.849 0.10
H -1.228 -1.237 -2.370 0.12
H -1.926 0.626 -4.550 0.10
C -5.447 1.760 -5.638 -0.14
H -7.137 0.787 -4.637 0.11
C 5.585 -1.578 3.612 -0.09
H -3.987 3.129 -4.731 0.12
H 0.898 2.686 -4.106 0.12
H -0.909 2.998 0.623 0.12
C 2.645 -0.246 -1.100 -0.18
C 2.789 -0.688 0.261 -0.18
C 0.215 1.584 1.979 -0.15
C -4.119 2.052 -4.917 -0.19
C -0.561 1.583 -2.981 -0.49
C 1.657 -1.090 -1.713 -0.17
C 5.728 -2.883 4.112 -0.10
H 3.319 1.917 0.683 0.13
H 1.440 -1.125 -2.776 0.12
C -1.554 -0.206 -2.530 -0.07
C -5.236 0.481 -3.551 -0.18
H -2.408 -1.813 6.420 0.10
H -5.801 0.753 -2.652 0.12
C -1.434 2.804 -2.770 0.00
H -4.855 -0.536 -3.414 0.11
C 3.326 -3.105 4.293 -0.03

51
Properties=species:S:1:pos:R:3:lowdin_charge:R:1 method="wB97M-V/def2-TZVPD" e_lumo_ha="-0.22049 / -0.21964" homo_energy_ev="-11.031 / -11.127" orbital_gap_ev="5.031 / 5.150" total_charge=+1
C -0.424 2.397 -1.636 -0.06
C -6.066 1.910 2.281 -0.38
C -0.208 -4.194 0.578 0.02
Te -1.683 1.462 1.737 1.45
H -4.181 3.202 -4.126 0.11
C -4.484 0.235 2.352 -0.22
C 1.724 1.938 -0.750 -0.17
Tc -0.168 -0.018 0.140 1.40
H 0.013 3.262 -2.134 0.15
C -1.737 2.030 -2.063 -0.15
H 2.838 -4.030 -1.771 0.12
O -1.606 -0.190 -1.165 -0.22
H 2.264 0.755 -2.487 0.14
C -3.394 0.305 -2.581 0.01
O -0.313 -1.870 0.630 -0.18
C 0.402 -5.347 0.160 -0.04
F 0.842 2.064 2.586 -0.31
H -4.061 -0.727 2.584 0.11
C 1.978 -4.079 -1.123 -0.02
C -4.083 1.198 -3.364 -0.04
C 0.252 -2.917 0.166 -0.31
F 2.960 1.298 2.757 -0.10
C 2.314 0.672 -1.395 -0.15
H 3.355 0.539 -1.087 0.14
H -6.487 0.012 3.205 0.11
F 2.192 -0.650 3.684 -0.08
H -2.106 3.918 -3.012 0.12
H -4.977 0.882 -3.882 0.12
C 1.510 -5.293 -0.691 -0.05
C 1.968 -1.662 -1.176 -0.05
C 1.376 -2.871 -0.732 -0.12
F 1.365 0.059 1.634 -0.34
F 0.073 0.154 3.546 -0.25
C -5.788 0.631 2.676 -0.17
H 2.042 2.834 -1.293 0.14
H 1.999 -6.200 -1.004 0.11
H -3.730 -0.715 -2.471 0.12
F 1.648 1.406 4.682 -0.06
H -1.060 -4.212 1.240 0.13
H 2.903 -1.785 -1.727 0.15
C -2.471 2.911 -2.877 -0.03
H -6.983 2.453 2.393 0.08
H 0.038 -6.304 0.503 0.12
P 1.569 0.738 3.276 0.21
C -3.632 2.515 -3.501 -0.07
N 0.295 1.736 -0.789 -0.19
H 2.059 2.015 0.287 0.10
C -3.757 1.232 1.732 -0.94
S -4.732 2.667 1.537 0.95
N 1.519 -0.469 -0.981 -0.09
C -2.223 0.690 -1.884 -0.33

118
Properties=species:S:1:pos:R:3:lowdin_charge:R:1 method="wB97M-V/def2-TZVPD" e_lumo_ha=-0.03314 homo_energy_ev=-8.309 orbital_gap_ev=7.407 smiles="O=[N+]([O-])c1ccccc1.O=[N+]([O-])c1ccccc1.CC(C)=O.CC(C)=O.CC(C)=O.CC(C)=O.CC(C)=O.CC(C)=O.CC(C)=O.CC(C)=O.CC(C)=O"
H -0.963 1.636 6.510 0.09
C 3.629 -0.516 4.014 -0.03
H 1.544 3.618 4.204 0.10
C -0.235 0.646 -7.268 -0.02
H -7.725 1.060 -3.076 0.06
H 1.995 2.162 -2.148 0.07
O -3.912 3.304 3.214 0.08
H -2.168 -3.141 2.177 0.11
C 2.664 -1.452 4.388 -0.08
C 3.290 2.796 -0.547 -0.46
C -0.596 -0.466 -4.921 -0.05
H 0.506 -5.802 -3.181 0.12
H 0.684 1.142 5.944 0.08
H -1.056 0.040 -7.651 0.07
C 3.577 -0.782 -3.307 -0.46
C -1.230 -4.967 0.414 -0.01
O 2.866 2.983 0.595 0.04
C 0.983 -5.426 -2.288 -0.08
H 1.066 4.887 0.454 0.08
O -1.097 3.718 5.048 0.03
O 2.000 -3.048 5.977 0.08
H -5.570 0.827 -3.232 0.06
C -0.271 0.311 -1.577 -0.02
O 2.593 -8.015 0.501 0.06
H -0.851 0.818 5.044 0.09
O -2.415 0.301 -0.553 0.05
C -4.210 1.468 4.552 -0.01
C 2.197 -5.839 -0.244 -0.12
O 3.430 -6.376 1.628 0.09
H -0.431 1.521 -7.886 0.07
C -4.111 2.135 3.158 -0.52
C 3.200 0.017 -4.595 0.00
C 2.364 -4.428 -0.066 0.02
H -5.123 0.163 -1.590 0.07
H 1.147 -2.779 3.525 0.10
C -1.111 -3.467 0.600 -0.51
C -0.242 2.783 4.929 -0.47
H 1.340 1.968 3.544 0.07
H -2.155 6.963 1.191 0.08
H 0.373 3.268 2.982 0.04
H -0.515 1.637 0.919 0.09
H -0.826 -1.985 1.991 0.06
H -5.486 0.955 2.170 0.09
O -1.051 -2.741 -0.361 0.08
C -1.088 5.155 1.292 -0.42
H 0.705 0.226 -7.627 0.08
C 3.010 -0.709 1.758 -0.06
H -0.522 -5.604 0.944 0.09
H 4.647 1.103 -1.183 0.07
O 2.986 -0.475 -2.319 0.04
H 2.512 -0.648 -5.115 0.07
H -4.166 0.385 4.447 0.06
H -1.647 -0.332 -4.663 0.11
H 0.591 0.256 0.836 0.07
O 2.424 -1.125 6.735 0.07
N 2.807 -6.812 0.688 -0.34
C 2.475 3.056 -1.750 -0.02
H 5.118 2.817 -1.503 0.08
C 1.859 -3.639 -1.066 -0.11
C 3.825 -0.132 2.739 -0.06
C 0.097 4.415 0.615 -0.04
H -5.228 1.729 4.843 0.08
H -0.380 4.104 -0.315 0.08
H 0.477 1.087 -1.415 0.06
C -1.197 0.293 -0.399 -0.48
H 1.485 -1.989 1.228 0.09
H 1.825 -2.561 -1.005 0.09
H -0.521 -3.595 2.747 0.09
C 4.648 -1.876 -3.441 -0.01
C 1.205 -4.077 -2.186 -0.07
H 5.550 -1.428 -3.860 0.08
H 0.217 -0.661 -1.650 0.07
H 0.870 -3.318 -2.877 0.11
H -3.391 1.933 5.101 0.07
C -1.096 -3.040 2.006 -0.01
H 4.843 -2.508 -2.575 0.08
H -4.514 1.645 -1.960 0.06
H -2.252 -5.243 0.673 0.09
H 0.054 -0.655 -4.067 0.06
O 0.163 1.738 -5.048 0.01
H -8.494 2.368 -2.203 0.09
H -4.851 2.310 1.218 0.07
H -2.427 5.805 -0.176 0.09
H 2.671 0.962 -4.474 0.07
H 4.387 -2.549 -4.258 0.08
H -8.397 0.596 -1.572 0.09
N 2.402 -1.918 5.809 -0.34
H -1.192 -5.156 -0.659 0.07
O -1.538 4.805 2.408 0.04
H 4.265 0.040 4.686 0.13
H 0.405 3.582 1.246 0.02
C -0.459 0.550 0.865 0.00
H -0.751 0.541 -2.528 0.07
C 1.928 -2.053 3.357 -0.01
C 1.529 -6.278 -1.370 -0.03
C 2.063 -1.640 2.071 -0.11
H 1.484 -7.337 -1.580 0.12
C -5.394 1.040 -2.177 -0.02
C -0.294 1.527 5.656 -0.03
H 2.758 -4.027 0.856 0.11
C -6.610 1.847 -1.509 -0.46
H 5.195 2.276 0.138 0.08
H 3.167 -0.492 0.712 0.10
C -7.932 1.443 -2.076 -0.03
H -0.920 0.053 1.718 0.08
H 3.128 3.361 -2.567 0.09
C 0.823 2.864 3.888 -0.02
H -3.897 0.793 1.470 0.06
H 1.771 3.847 -1.493 0.07
H 4.562 0.606 2.456 0.11
O -6.444 2.701 -0.669 0.06
H -0.962 6.905 -0.034 0.08
H -0.525 -1.373 -5.521 0.08
H 3.939 -0.069 -5.393 0.08
C -4.586 1.513 1.913 -0.02
C -0.259 0.739 -5.705 -0.42
C -1.695 6.280 0.477 -0.03
C 4.659 2.123 -0.799 -0.01

What did we get for electronic energy? Answer: -39619.726; -74009.686; -71068.817 eV, in the order shown.
What did we get for energy above the lowest of the compared OMol25 structures with the same formula, charge and spin? Answer: 0.0; 34.3; 61.0 kcal/mol, in the order shown.